(1)
A molecular structure, C44H47N4PRuSSi, computed with wB97M-V/def2-TZVPD.

Last column: Löwdin charge in e.
Positions of all 99 atoms, in Å:
Ru  -0.576  0.600  -0.052  0.9399
C  -0.212  0.401  2.033  -0.3255
Si  -1.527  -0.840  2.652  0.6912
C  -1.474  -2.193  1.251  -0.2109
N  -1.471  -1.628  -0.106  -0.2928
C  -0.481  -2.254  -0.990  -0.2272
C  -0.732  -3.755  -1.223  -0.1574
C  -2.223  -4.087  -1.133  -0.1881
C  -3.070  -2.901  -1.582  -0.1529
C  -2.791  -1.634  -0.745  -0.1900
C  -0.949  -1.666  4.254  -0.2561
C  -1.110  -0.999  5.465  -0.1102
C  -0.687  -1.561  6.655  -0.0750
C  -0.092  -2.812  6.660  -0.0761
C  0.079  -3.490  5.467  -0.0782
C  -0.339  -2.916  4.280  -0.0943
C  -3.272  -0.183  2.969  -0.1937
C  -3.809  0.920  2.113  -0.3073
C  -5.281  1.119  2.217  -0.0355
C  -5.993  0.589  3.240  -0.0820
C  -5.386  -0.293  4.155  -0.0542
C  -4.068  -0.707  3.958  -0.0961
H  0.760  -0.073  2.209  0.0051
H  -0.187  1.344  2.588  0.0074
H  -2.290  -2.905  1.387  0.0929
H  -0.546  -2.750  1.377  0.0826
H  0.518  -2.098  -0.562  0.1130
H  -0.524  -1.732  -1.954  0.0553
H  -0.181  -4.356  -0.499  0.1085
H  -0.344  -4.015  -2.208  0.1159
H  -2.486  -4.364  -0.112  0.1010
H  -2.443  -4.950  -1.761  0.1148
H  -4.126  -3.156  -1.499  0.1164
H  -2.858  -2.694  -2.631  0.1159
H  -3.549  -1.516  0.033  0.1216
H  -2.857  -0.767  -1.420  0.0808
H  -1.581  -0.027  5.470  0.1014
H  -0.818  -1.020  7.580  0.1063
H  0.233  -3.258  7.587  0.1066
H  0.545  -4.464  5.458  0.1064
H  -0.193  -3.463  3.363  0.0867
H  -3.521  0.704  1.066  0.0625
H  -5.742  1.764  1.483  0.1179
H  -7.044  0.822  3.348  0.1116
H  -5.969  -0.704  4.965  0.1060
H  -3.661  -1.482  4.591  0.1023
S  -0.572  0.793  -2.643  0.7034
C  0.591  1.880  -3.161  -0.8044
N  1.606  2.343  -2.441  0.0451
C  2.467  3.217  -3.214  -0.1069
C  1.755  3.277  -4.583  -0.1109
N  0.622  2.391  -4.394  0.0358
H  1.811  1.993  -1.504  0.0747
H  3.475  2.798  -3.286  0.1234
H  2.526  4.198  -2.736  0.1063
H  2.388  2.926  -5.402  0.1232
H  1.398  4.284  -4.816  0.1145
H  -0.010  2.107  -5.123  0.1465
N  9.301  -0.529  -0.313  0.1791
C  8.171  -0.364  -0.226  -0.1871
C  6.776  -0.160  -0.145  -0.2255
C  5.980  -0.434  -1.258  -0.0136
C  4.622  -0.231  -1.196  -0.0194
C  4.032  0.249  -0.021  -0.2477
C  4.832  0.518  1.095  -0.0086
C  6.194  0.317  1.030  -0.0086
C  2.633  0.444  0.008  -0.1037
C  1.418  0.553  -0.047  -0.2058
H  6.436  -0.799  -2.165  0.1234
H  3.994  -0.446  -2.050  0.1189
H  4.381  0.888  2.004  0.1221
H  6.819  0.532  1.883  0.1248
C  -3.824  2.029  -1.327  -0.2222
P  -2.328  2.249  -0.264  0.8890
C  -1.458  3.593  -1.149  -0.4125
C  -1.873  4.155  -2.351  -0.0967
C  -1.145  5.184  -2.926  -0.0730
C  -0.008  5.670  -2.300  -0.0820
C  0.441  5.078  -1.127  -0.0861
C  -0.268  4.031  -0.569  -0.1201
C  -2.998  3.113  1.182  -0.2975
C  -3.102  2.295  2.432  -0.2683
C  -3.775  3.009  3.556  -0.0176
C  -4.170  4.298  3.454  -0.0735
C  -3.989  5.028  2.260  -0.0508
C  -3.419  4.418  1.144  -0.0806
H  -4.294  2.998  -1.488  0.0547
H  -4.547  1.373  -0.842  0.0420
H  -3.538  1.593  -2.285  0.0299
H  -2.760  3.803  -2.855  0.0981
H  -1.471  5.609  -3.865  0.1117
H  0.533  6.497  -2.738  0.1113
H  1.339  5.435  -0.644  0.1135
H  0.086  3.532  0.330  0.1007
H  -2.088  2.024  2.770  0.1157
H  -3.929  2.448  4.467  0.1227
H  -4.638  4.789  4.295  0.1109
H  -4.314  6.056  2.212  0.1056
H  -3.307  4.983  0.227  0.1098

Summary:
HOMO (alpha / beta): -9.23 / -10.91 eV
Spin multiplicity: 6
Net charge: +1
Orbital gap (alpha / beta): 6.89 / 7.05 eV
LUMO level (alpha / beta): -2.3 / -3.9 eV

***

(2)
C2H4P2S in the gas phase, computed with wB97M-V/def2-TZVPD.

Last column: natural (NBO) charge in e.
Positions of all 9 atoms, in Å:
C  -0.764  -0.171  -0.453  -0.5572
C  0.416  0.775  -0.292  -0.5513
P  -0.866  -1.627  1.118  0.1041
P  1.045  -1.418  1.737  0.1609
S  1.861  0.042  0.520  -0.0333
H  -1.790  0.468  -0.347  0.2353
H  -0.605  -0.729  -1.278  0.1935
H  0.595  1.104  -1.295  0.2379
H  0.108  1.557  0.291  0.2101

Summary:
HOMO: -8.47 eV
Spin multiplicity: 1
Orbital gap: 7.94 eV
LUMO level: -0.5 eV

***

(3)
C6H9N3 in the gas phase, computed with wB97M-V/def2-TZVPD.

Last column: natural (NBO) charge in e.
Positions of all 18 atoms, in Å:
C  -3.413  -1.623  -0.178  -0.2113
C  -2.464  -0.900  0.048  -0.0364
C  -1.362  0.052  -0.047  0.2615
N  -1.861  1.254  -0.176  -0.1965
N  -0.949  2.261  -0.328  -0.6425
N  -0.099  -0.508  0.056  -0.4510
C  0.737  -0.088  1.124  -0.2357
C  1.239  -0.019  -0.233  -0.0814
C  2.348  -0.895  -0.603  -0.6144
H  -4.230  -2.248  -0.450  0.2320
H  -1.421  3.049  0.081  0.3739
H  0.079  2.014  0.098  0.3381
H  0.505  0.822  1.701  0.1958
H  1.326  -0.806  1.769  0.1991
H  1.372  0.936  -0.789  0.2015
H  2.508  -1.041  -1.743  0.2249
H  2.344  -1.889  -0.100  0.2241
H  3.341  -0.370  -0.229  0.2183

Summary:
HOMO: -8.39 eV
Spin multiplicity: 1
Orbital gap: 9.20 eV
SMILES: C#C/C(=N/N)N1C[C@H]1C
LUMO level: 0.8 eV

***

(4)
A molecular structure, C17H36BBr2N5OP2SiTa, computed with wB97M-V/def2-TZVPD.

Last column: natural (NBO) charge in e.
Positions of all 66 atoms, in Å:
Ta  -0.046  0.210  -0.203  1.7938
Br  -1.538  2.134  -1.706  0.1921
C  -2.968  1.217  -2.733  -0.4896
Br  -4.182  0.296  -1.614  0.1548
H  -2.469  0.543  -3.418  0.2494
H  -3.462  2.040  -3.238  0.2735
C  -0.713  -1.881  2.722  -0.9617
P  -0.846  -2.015  0.922  1.1136
C  -2.557  -2.428  0.544  -0.9574
C  0.205  -3.424  0.461  -0.7382
C  1.659  -3.049  0.752  -0.7301
P  2.071  -1.522  -0.158  1.0359
C  3.639  -0.922  0.514  -0.9552
C  2.455  -2.111  -1.831  -0.9466
H  -0.913  -2.857  3.171  0.2840
H  -1.449  -1.167  3.088  0.2694
H  0.276  -1.547  3.034  0.2541
H  -2.830  -3.322  1.110  0.2852
H  -2.684  -2.621  -0.520  0.2790
H  -3.208  -1.605  0.840  0.2740
H  0.048  -3.668  -0.593  0.2678
H  -0.109  -4.293  1.044  0.2888
H  2.346  -3.839  0.444  0.2862
H  1.820  -2.888  1.820  0.2589
H  4.361  -1.740  0.523  0.2863
H  3.516  -0.549  1.531  0.2632
H  4.039  -0.129  -0.119  0.2496
H  3.222  -2.883  -1.751  0.2778
H  2.841  -1.298  -2.443  0.2591
H  1.577  -2.532  -2.321  0.2697
N  3.187  2.941  0.552  -0.4517
C  2.840  2.826  1.882  -0.0153
C  1.805  1.950  1.934  -0.0615
N  1.521  1.525  0.649  -0.5721
C  2.380  2.149  -0.157  0.3462
C  2.270  1.837  -1.565  0.3193
N  1.352  0.926  -1.880  -0.5495
C  1.386  0.798  -3.254  -0.0609
C  2.339  1.633  -3.746  -0.0118
N  2.887  2.283  -2.665  -0.4535
H  3.919  3.541  0.196  0.4637
H  3.352  3.375  2.655  0.2805
H  1.252  1.609  2.790  0.2612
H  0.743  0.126  -3.798  0.2672
H  2.671  1.819  -4.754  0.2806
H  3.615  2.983  -2.719  0.4625
B  -1.470  -2.180  -4.030  -0.6449
C  -1.085  -1.494  -2.735  0.6063
N  -0.743  -0.948  -1.752  -0.8455
H  -1.085  -1.420  -4.891  0.0838
H  -0.873  -3.230  -4.019  0.1085
H  -2.669  -2.304  -3.996  0.1109
C  -3.693  0.701  2.435  -1.1636
Si  -2.166  1.733  2.267  1.8607
C  -1.216  1.874  3.855  -1.1641
C  -2.499  3.381  1.502  -1.1590
O  -1.094  0.863  1.148  -1.0573
H  -4.386  1.268  3.065  0.2904
H  -3.555  -0.261  2.931  0.2475
H  -4.195  0.544  1.479  0.2539
H  -1.922  2.167  4.638  0.2909
H  -0.463  2.663  3.820  0.2511
H  -0.751  0.945  4.193  0.2438
H  -2.986  4.006  2.256  0.2868
H  -3.179  3.320  0.653  0.2600
H  -1.592  3.906  1.194  0.2477

Summary:
HOMO: -18.05 eV
Spin multiplicity: 1
Net charge: +3
Orbital gap: 7.65 eV
LUMO level: -10.4 eV

***

> What is the spin multiplicity in the third record?

1

***

> Look up the spin multiplicity of the fourth one.

1

***

> Look up the spin multiplicity of the second one.

1

***

> The highest spin multiplicity belongs to which entry?

C44H47N4PRuSSi